[1]
Formula: C6H12O
Source: OMol25
Level of theory: ωB97M-V with the def2-TZVPD basis set

Results
Multiplicity = 1
Total charge = 0
Maximum force = 0.25 eV/A
Calculated total energy = -8463.857 eV

```
19
C6H12O | OMol25 | ωB97M-V with the def2-TZVPD basis set
C -0.747 2.194 0.695
C -1.008 1.077 -0.315
C -0.698 -0.306 0.281
C -0.345 -1.386 -0.774
C 1.132 -1.720 -0.482
C 1.567 -0.547 0.395
O 0.421 -0.251 1.164
H -1.110 1.906 1.686
H 0.325 2.389 0.797
H -1.239 3.126 0.402
H -2.062 1.084 -0.626
H -0.426 1.247 -1.231
H -1.546 -0.609 0.907
H -0.982 -2.269 -0.676
H -0.475 -1.001 -1.791
H 1.737 -1.825 -1.387
H 1.209 -2.650 0.091
H 2.384 -0.778 1.084
H 1.862 0.320 -0.219
```



[2]
Formula: C6H12O
Source: OMol25
Level of theory: ωB97M-V with the def2-TZVPD basis set

Results
Multiplicity = 1
Total charge = 0
Maximum force = 0.32 eV/A
Calculated total energy = -8463.078 eV

```
19
C6H12O | OMol25 | ωB97M-V with the def2-TZVPD basis set
C -3.006 -1.009 0.482
C -1.959 -0.921 -0.622
C -0.722 -0.255 -0.128
C 1.930 0.369 0.096
C 3.233 1.070 0.366
C -0.253 0.923 -0.523
O 0.974 1.393 -0.171
H -3.909 -1.527 0.147
H -2.598 -1.545 1.347
H -3.275 -0.002 0.815
H -1.682 -1.930 -0.958
H -2.345 -0.395 -1.503
H -0.171 -0.791 0.639
H 1.967 -0.305 -0.774
H 1.650 -0.248 0.960
H 4.048 0.352 0.492
H 3.133 1.662 1.279
H 3.459 1.740 -0.467
H -0.794 1.606 -1.179
```



[3]
Formula: C6H12O
Source: OMol25
Level of theory: ωB97M-V with the def2-TZVPD basis set

Results
Multiplicity = 1
Total charge = 0
Maximum force = 0.86 eV/A
Calculated total energy = -8461.600 eV

```
19
C6H12O | OMol25 | ωB97M-V with the def2-TZVPD basis set
C 2.432 0.244 0.695
C 1.625 -0.378 -0.454
C 0.311 0.318 -0.619
C -0.895 -0.030 -1.404
C -1.095 0.086 0.084
C -2.292 -0.752 0.625
O -1.276 1.370 0.681
H 3.337 -0.336 0.895
H 1.848 0.279 1.624
H 2.744 1.273 0.466
H 1.437 -1.436 -0.264
H 2.207 -0.287 -1.381
H 0.471 1.405 -0.688
H -0.891 -1.069 -1.738
H -1.394 0.665 -2.066
H -3.153 -0.228 0.166
H -2.454 -0.662 1.705
H -2.395 -1.801 0.330
H -0.566 1.340 1.343
```



[4]
Formula: C6H12O
Source: OMol25
Level of theory: ωB97M-V with the def2-TZVPD basis set

Results
Multiplicity = 1
Total charge = 0
Maximum force = 0.29 eV/A
Calculated total energy = -8462.402 eV

```
19
C6H12O | OMol25 | ωB97M-V with the def2-TZVPD basis set
C -0.558 1.620 -1.491
C -0.810 0.673 -0.330
O -1.600 -0.438 -0.764
C -0.785 -1.599 -0.775
C 0.451 0.061 0.261
C 0.164 -1.409 0.406
C 1.593 0.689 0.513
H -1.509 1.964 -1.906
H 0.020 2.494 -1.171
H -0.001 1.104 -2.280
H -1.388 1.185 0.454
H -0.206 -1.662 -1.710
H -1.442 -2.470 -0.708
H 0.480 -0.460 3.551
H 1.059 -2.036 0.370
H -0.365 -1.601 1.349
H 0.726 -0.029 2.995
H 1.713 1.755 0.333
H 2.457 0.157 0.905
```



[5]
Formula: C6H12O
Source: OMol25
Level of theory: ωB97M-V with the def2-TZVPD basis set

Results
Multiplicity = 1
Total charge = 0
Maximum force = 0.75 eV/A
Calculated total energy = -8461.758 eV

```
19
C6H12O | OMol25 | ωB97M-V with the def2-TZVPD basis set
C -1.709 0.789 -0.379
C -0.725 -0.191 0.182
C -0.243 -1.291 -0.416
O 1.086 -1.497 -0.210
C 1.567 -0.281 0.431
C 2.053 0.747 -0.583
C 0.341 0.235 1.170
H -2.535 0.325 -0.923
H -1.139 1.383 -1.110
H -2.099 1.486 0.366
H -2.438 -1.413 0.453
H -0.733 -2.075 -0.986
H -2.886 -1.691 -0.083
H 2.377 -0.615 1.075
H 2.814 0.340 -1.251
H 2.482 1.597 -0.041
H 1.225 1.126 -1.193
H 0.352 1.310 1.366
H 0.211 -0.283 2.132
```



[6]
Formula: C6H12O
Source: OMol25
Level of theory: ωB97M-V with the def2-TZVPD basis set

Results
Multiplicity = 1
Total charge = 0
Maximum force = 0.37 eV/A
Calculated total energy = -8461.003 eV

```
19
C6H12O | OMol25 | ωB97M-V with the def2-TZVPD basis set
C 0.736 2.235 0.718
C 1.115 0.779 0.463
C 0.926 0.378 -0.993
C -2.267 -0.980 -0.178
C -1.465 -2.250 -0.250
C -1.682 -1.330 0.920
O 1.341 -0.949 -1.259
H 1.333 2.911 0.095
H -0.321 2.413 0.487
H 0.900 2.513 1.764
H 0.512 0.110 1.089
H 2.166 0.616 0.745
H 1.451 1.092 -1.649
H -0.137 0.414 -1.255
H -2.894 -0.291 -0.723
H -0.500 -2.245 -0.760
H -1.985 -3.212 -0.278
H -1.459 -1.145 1.960
H 2.229 -1.058 -0.897
```



Q: What is the total charge in the sixth record?
A: 0